{
  "formula": "C31H86N7O9",
  "method": "the ωB97M-V functional and the def2-TZVPD basis",
  "largest_force_ev_per_a": 2.85,
  "lumo_ev": 2.32,
  "relative_energy_kcal_mol": 39.0,
  "total_charge": -1,
  "energy_ha": -2292.9074,
  "elements": ["O", "O", "O", "O", "O", "O", "O", "O", "O", "N", "N", "N", "N", "N", "N", "N", "C", "C", "C", "C", "C", "C", "C", "C", "C", "C", "C", "C", "C", "C", "C", "C", "C", "C", "C", "C", "C", "C", "C", "C", "C", "C", "C", "C", "C", "C", "C", "H", "H", "H", "H", "H", "H", "H", "H", "H", "H", "H", "H", "H", "H", "H", "H", "H", "H", "H", "H", "H", "H", "H", "H", "H", "H", "H", "H", "H", "H", "H", "H", "H", "H", "H", "H", "H", "H", "H", "H", "H", "H", "H", "H", "H", "H", "H", "H", "H", "H", "H", "H", "H", "H", "H", "H", "H", "H", "H", "H", "H", "H", "H", "H", "H", "H", "H", "H", "H", "H", "H", "H", "H", "H", "H", "H", "H", "H", "H", "H", "H", "H", "H", "H", "H", "H"],
  "coordinates": [[1.63, -0.99, -0.22], [0.56, -5.76, 2.50], [4.33, 1.16, -5.82], [-3.94, -2.03, -0.15], [4.54, -0.37, 0.05], [-0.93, 2.83, -4.15], [0.67, 5.50, -1.72], [-4.31, -1.07, 5.23], [1.01, -0.70, 3.49], [-2.84, 5.21, -6.13], [3.24, -0.73, -2.74], [-1.44, -3.22, -0.66], [-0.31, -3.04, 2.46], [-2.30, -0.95, 2.10], [-1.11, 3.13, 0.53], [3.16, -2.03, 2.29], [0.67, -0.07, 0.24], [-1.01, -4.02, 3.19], [0.19, 4.95, 1.20], [-2.88, -0.39, 3.28], [0.75, -7.19, 2.56], [-0.08, -5.22, 3.63], [0.23, 4.25, -1.24], [-3.58, 0.96, 2.96], [-2.07, -2.34, -1.62], [0.43, 0.57, 3.81], [-2.24, -4.43, 2.42], [-2.11, 4.75, -4.98], [4.36, -2.47, 4.36], [3.20, 0.33, -3.80], [2.22, -0.97, 4.25], [-3.60, -2.53, -1.41], [1.39, 5.41, -2.92], [-1.64, 3.30, -5.24], [2.98, -2.18, 3.71], [-5.38, -1.78, 5.78], [-3.79, -1.48, 3.98], [-0.53, 1.46, -4.38], [4.54, 0.36, -4.61], [5.07, 0.87, 0.51], [5.50, 1.36, -6.52], [2.96, 1.65, -3.05], [-0.60, 4.42, 0.03], [-5.36, -1.84, 0.00], [-2.98, 4.93, -3.74], [4.47, 1.09, 1.97], [-1.61, -2.70, -3.01], [-2.85, -3.59, 2.10], [-2.47, 2.66, -5.53], [-3.36, -2.49, 4.05], [1.06, 3.55, -1.13], [-0.17, -0.50, 0.79], [4.94, -3.20, 3.80], [-1.58, -3.77, -3.21], [-3.27, 5.97, -3.65], [2.26, 4.75, -2.81], [-3.53, 4.47, -6.18], [2.65, -1.22, 1.97], [-0.16, -7.72, 2.31], [1.52, -7.59, 1.89], [-3.26, 6.11, -5.97], [5.28, 0.75, -3.91], [-0.02, 1.01, -3.53], [-5.44, -1.51, 6.84], [4.74, -0.64, -5.00], [1.22, 1.32, 3.79], [-1.95, -4.97, 1.52], [2.38, -0.70, -2.21], [0.21, 1.40, -5.18], [-4.12, 1.35, 3.82], [-0.35, 3.92, -2.10], [-1.75, -1.33, -1.35], [-3.97, -3.54, -1.58], [-1.33, 5.19, -0.21], [-1.36, -3.53, 4.11], [0.04, 0.56, 4.83], [-2.19, -2.19, -3.78], [-0.68, -6.02, 4.06], [-2.93, -5.02, 3.02], [-2.01, -0.27, 3.93], [-0.31, 4.90, 2.16], [2.34, 0.06, -4.41], [5.34, 2.02, -7.38], [3.74, 1.97, -2.35], [-6.35, -1.43, 5.41], [2.91, 2.48, -3.76], [1.16, 0.60, 0.95], [4.23, -2.80, 5.39], [2.33, -3.03, 3.93], [-1.28, 0.73, -4.70], [6.28, 1.88, -5.96], [-2.31, 4.75, -2.90], [0.33, 0.54, -0.59], [-0.31, 0.83, 3.06], [1.66, 6.42, -3.21], [4.87, 1.63, -0.24], [2.80, -0.05, 4.20], [-2.93, 1.72, 2.53], [3.90, -0.60, -1.99], [2.05, 1.66, -2.46], [-5.64, -1.32, 0.92], [-4.06, -1.87, -2.15], [0.71, -4.98, 4.35], [-1.53, 2.60, -0.22], [3.38, 1.06, 1.86], [-1.85, -4.13, -0.76], [4.95, -1.56, 4.39], [-5.30, -2.85, 5.64], [-1.04, -2.35, 2.32], [-1.46, -0.49, 1.78], [-0.37, 2.52, 0.83], [-5.69, -1.20, -0.81], [4.81, 0.35, 2.70], [-4.32, 0.76, 2.19], [0.32, -2.48, 3.01], [4.69, 2.09, 2.33], [2.02, -1.17, 5.30], [-1.31, 5.48, -4.90], [-3.88, 4.32, -3.83], [-0.96, 3.25, -6.08], [0.95, -7.49, 3.59], [-5.88, -2.80, 0.02], [-0.54, -2.54, -3.13], [4.10, -1.74, 2.07], [6.15, 0.93, 0.54], [1.17, 4.47, 1.31], [0.33, 6.01, 1.01], [0.81, 4.94, -3.72], [-1.87, -2.85, 0.18], [-4.61, -1.66, 3.29], [5.88, 0.44, -6.96], [3.58, -0.32, 0.00], [-2.96, -0.92, 1.34]]
}

---

{
  "formula": "C9H11N2O10P2Ru",
  "method": "the ωB97M-V functional and the def2-TZVPD basis",
  "largest_force_ev_per_a": 0.96,
  "lumo_ev": [-5.65, -5.70],
  "total_charge": 1,
  "energy_ha": -1989.0269,
  "elements": ["Ru", "P", "P", "O", "O", "O", "O", "O", "O", "O", "O", "O", "O", "N", "N", "C", "C", "C", "C", "C", "C", "C", "C", "C", "H", "H", "H", "H", "H", "H", "H", "H", "H", "H", "H"],
  "coordinates": [[0.22, 0.91, 0.29], [-2.06, -0.49, 0.19], [-0.87, -0.19, -2.50], [-3.40, -0.96, 0.86], [-1.83, 1.01, 0.44], [-0.21, 0.78, 2.18], [1.57, 1.58, -0.85], [0.29, 0.10, 4.25], [0.29, -1.20, -2.11], [-0.56, 1.06, -1.67], [3.68, 1.97, -1.46], [-0.76, -1.18, 0.52], [-1.27, -0.08, -3.90], [2.06, 0.73, 1.32], [-3.37, 0.37, -2.02], [4.41, 0.94, 1.35], [3.19, 1.03, 0.71], [-2.99, -2.07, -1.98], [2.04, 0.41, 2.60], [3.22, 0.28, 3.33], [-2.42, -0.72, -1.59], [4.42, 0.53, 2.68], [0.63, 0.38, 3.14], [2.92, 1.57, -0.66], [3.16, 0.02, 4.37], [-3.55, 0.27, -3.02], [-3.07, -2.14, -3.07], [-3.97, -2.24, -1.52], [0.46, -1.95, -2.69], [5.31, 1.21, 0.81], [-3.39, -1.10, 1.82], [-4.25, 0.33, -1.51], [-2.92, 1.28, -1.85], [5.36, 0.44, 3.21], [-2.32, -2.86, -1.64]]
}

---

{
  "formula": "C6H9N2",
  "method": "the ωB97M-V functional and the def2-TZVPD basis",
  "largest_force_ev_per_a": 5.10,
  "lumo_ev": -3.92,
  "relative_energy_kcal_mol": 122.8,
  "total_charge": 1,
  "energy_ha": -343.1257,
  "elements": ["N", "N", "C", "C", "C", "C", "C", "C", "H", "H", "H", "H", "H", "H", "H", "H", "H"],
  "coordinates": [[-0.63, -0.15, -1.27], [1.03, 0.94, 1.01], [0.24, -0.03, 1.46], [-0.65, -0.93, -0.02], [0.00, 1.24, -1.31], [0.93, 1.57, -0.13], [0.14, -1.41, -1.09], [0.02, -0.59, 2.67], [-0.72, -1.35, 2.74], [1.46, 2.49, -0.03], [1.14, -1.39, -0.87], [-0.75, 2.02, -1.02], [0.70, -0.24, 3.43], [-1.58, -1.34, 0.28], [0.44, 1.52, -2.28], [-1.46, -0.19, -1.76], [-0.29, -2.15, -1.81]]
}

---

{
  "formula": "C46H57BF5N6O14P2S",
  "method": "the ωB97M-V functional and the def2-TZVPD basis",
  "largest_force_ev_per_a": 17.41,
  "lumo_ev": -2.49,
  "total_charge": 1,
  "energy_ha": -4773.0275,
  "elements": ["S", "P", "P", "F", "F", "F", "F", "F", "O", "O", "O", "O", "O", "O", "O", "O", "O", "O", "O", "O", "O", "O", "N", "N", "N", "N", "N", "N", "C", "C", "C", "C", "C", "C", "C", "C", "C", "C", "C", "C", "C", "C", "C", "C", "C", "C", "C", "C", "C", "C", "C", "C", "C", "C", "C", "C", "C", "C", "C", "C", "C", "C", "C", "C", "C", "C", "C", "C", "C", "C", "C", "C", "C", "C", "B", "H", "H", "H", "H", "H", "H", "H", "H", "H", "H", "H", "H", "H", "H", "H", "H", "H", "H", "H", "H", "H", "H", "H", "H", "H", "H", "H", "H", "H", "H", "H", "H", "H", "H", "H", "H", "H", "H", "H", "H", "H", "H", "H", "H", "H", "H", "H", "H", "H", "H", "H", "H", "H", "H", "H", "H", "H"],
  "coordinates": [[2.28, -0.06, -3.40], [2.37, -0.94, -0.44], [0.30, -0.72, 0.12], [2.70, -2.30, -10.33], [-0.20, -1.27, -4.01], [2.76, -3.90, -8.86], [4.31, -2.38, -8.87], [-0.31, -3.20, -5.09], [-6.29, 0.92, 4.33], [5.11, -2.79, -3.20], [-0.47, -0.23, -1.03], [-0.39, -1.95, 0.85], [-3.38, -2.63, -2.21], [2.75, 4.70, 0.29], [-3.64, 3.22, 3.96], [0.47, 0.29, 1.34], [2.29, 2.69, 0.87], [1.43, -3.89, -0.47], [-4.69, 5.06, 4.29], [-0.14, 9.21, 6.26], [-0.26, 7.35, 5.21], [-4.44, 2.01, 4.38], [-5.23, 1.27, 3.84], [1.85, -6.34, -2.75], [-4.47, 3.89, 4.54], [0.36, 8.25, 5.72], [1.35, -3.93, -2.89], [2.09, 3.89, 0.89], [-6.72, 2.03, 7.57], [2.13, -3.60, -1.61], [0.59, 5.68, 1.70], [-5.73, 1.32, 6.91], [2.01, -5.13, -3.52], [0.74, -0.19, -6.30], [-4.98, 1.93, 5.92], [0.26, 3.41, 2.44], [2.11, -4.71, 0.49], [2.18, -1.74, -8.09], [3.80, 7.03, 4.98], [-4.10, -3.63, -1.52], [-4.90, 0.78, 2.49], [-1.20, 5.13, 3.21], [-3.70, 1.16, 1.92], [-5.51, -0.45, 0.55], [0.52, -2.16, -4.72], [-0.50, 6.06, 2.47], [-5.81, -0.03, 1.83], [1.74, -2.29, -6.90], [2.97, -7.26, -2.96], [-6.97, 3.36, 7.25], [4.63, -1.40, -5.25], [-5.26, 3.25, 5.60], [-1.03, -3.22, -2.14], [-6.23, 3.98, 6.25], [-0.82, 3.79, 3.21], [1.03, -1.52, -5.99], [4.57, 8.02, 5.58], [3.96, 9.09, 6.22], [1.39, -4.64, 1.83], [2.71, -1.85, -3.24], [2.12, -3.83, 2.88], [1.83, 8.18, 5.67], [1.89, -0.42, -8.41], [1.17, 0.35, -7.50], [1.65, -2.79, -3.89], [0.95, 4.35, 1.69], [-4.31, -0.07, -0.05], [2.57, 9.17, 6.27], [2.80, -2.23, -1.71], [-3.41, 0.73, 0.64], [-0.09, -4.34, -2.60], [2.41, 7.10, 5.02], [2.98, -2.58, -9.05], [-2.31, -3.13, -2.97], [4.19, -2.03, -3.89], [2.96, -4.32, -1.65], [-1.34, -3.40, -1.12], [3.83, -2.44, -1.43], [1.19, -5.64, 2.19], [1.55, -5.27, -4.50], [-0.13, -2.00, 1.78], [-7.30, 1.55, 8.35], [2.11, -2.77, 2.63], [-2.55, -4.12, -3.38], [3.54, 0.37, -3.51], [-4.08, -0.39, -1.06], [0.41, -4.19, 1.63], [0.58, 2.38, 2.44], [-5.53, 0.29, 7.18], [3.15, -4.38, 0.59], [5.68, -1.11, -5.15], [-0.04, -5.12, -1.85], [2.14, -5.75, 0.15], [-4.76, -3.14, -0.82], [-6.22, -1.06, 0.01], [-3.01, 1.79, 2.47], [2.08, 10.00, 6.76], [2.79, -8.17, -2.41], [1.63, -3.92, 3.85], [-4.68, -4.24, -2.21], [2.19, -3.28, -4.70], [-7.74, 3.91, 7.76], [-2.23, -2.44, -3.80], [3.93, -6.84, -2.64], [1.80, 6.35, 4.56], [3.16, -4.15, 2.98], [-0.49, -4.81, -3.49], [-4.21, 1.39, 5.39], [4.56, 9.85, 6.69], [-1.34, 3.05, 3.79], [3.05, -7.50, -4.02], [-0.80, 7.10, 2.48], [1.15, 6.40, 1.11], [-3.43, -4.29, -0.96], [-2.48, 1.02, 0.17], [-2.05, 5.45, 3.80], [4.07, -0.54, -5.59], [-6.74, -0.30, 2.31], [3.08, -4.89, -3.64], [1.07, 1.02, 1.10], [4.27, 6.20, 4.48], [2.92, -1.56, 0.70], [0.17, 0.43, -5.62], [-0.50, -2.28, -2.11], [5.64, 7.95, 5.56], [-6.41, 5.01, 5.99], [4.62, -2.18, -6.01], [0.94, 1.38, -7.73], [1.74, -6.15, -1.77], [2.21, 0.01, -9.34], [5.08, -3.74, -3.33], [1.95, -3.33, -6.70]]
}

---

{
  "formula": "C5H6INO",
  "method": "the ωB97M-V functional and the def2-TZVPD basis",
  "largest_force_ev_per_a": 4.97,
  "lumo_ev": 0.38,
  "relative_energy_kcal_mol": 29.7,
  "energy_ha": -621.7574,
  "elements": ["I", "O", "N", "C", "C", "C", "C", "C", "H", "H", "H", "H", "H", "H"],
  "coordinates": [[-2.82, 0.01, 0.04], [1.00, -2.49, 0.05], [1.33, -0.39, -0.36], [-0.04, -1.74, 0.55], [1.81, -1.61, -0.50], [0.20, -0.47, 0.28], [-0.50, 2.03, -0.40], [-0.80, 0.83, 0.43], [0.48, 2.54, 0.11], [-0.26, 1.79, -1.45], [-0.85, 1.03, 1.44], [2.73, -1.96, -1.06], [-0.81, -2.21, 1.11], [-1.49, 2.64, -0.22]]
}

---

{
  "formula": "C6H8",
  "method": "the ωB97M-V functional and the def2-TZVPD basis",
  "largest_force_ev_per_a": 1.19,
  "lumo_ev": 1.21,
  "relative_energy_kcal_mol": 43.9,
  "energy_ha": -233.3171,
  "elements": ["C", "C", "C", "C", "C", "C", "H", "H", "H", "H", "H", "H", "H", "H"],
  "coordinates": [[-0.96, 0.13, -0.31], [0.12, 1.03, -0.97], [1.10, -0.06, -0.51], [-0.64, 0.14, 1.20], [0.60, -0.62, 0.82], [0.02, -1.10, -0.47], [2.16, -0.13, -0.52], [1.28, -1.19, 1.45], [-0.52, 1.11, 1.70], [-0.02, 1.06, -2.06], [0.25, 2.05, -0.58], [-0.07, -2.09, -0.89], [-1.32, -0.50, 1.77], [-2.00, 0.17, -0.64]]
}

---

{
  "formula": "C50H88As2BCrO7PSi",
  "method": "the ωB97M-V functional and the def2-TZVPD basis",
  "largest_force_ev_per_a": 0.81,
  "lumo_ev": [0.47, 0.47],
  "multiplicity": 5,
  "relative_energy_kcal_mol": 7.8,
  "energy_ha": -8656.7896,
  "elements": ["As", "As", "Cr", "P", "Si", "O", "O", "O", "O", "O", "O", "O", "C", "C", "C", "C", "C", "C", "C", "C", "C", "C", "C", "C", "C", "C", "C", "C", "C", "C", "C", "C", "C", "C", "C", "C", "C", "C", "C", "C", "C", "C", "C", "C", "C", "C", "C", "C", "C", "C", "C", "C", "C", "C", "C", "C", "C", "C", "C", "C", "C", "C", "B", "H", "H", "H", "H", "H", "H", "H", "H", "H", "H", "H", "H", "H", "H", "H", "H", "H", "H", "H", "H", "H", "H", "H", "H", "H", "H", "H", "H", "H", "H", "H", "H", "H", "H", "H", "H", "H", "H", "H", "H", "H", "H", "H", "H", "H", "H", "H", "H", "H", "H", "H", "H", "H", "H", "H", "H", "H", "H", "H", "H", "H", "H", "H", "H", "H", "H", "H", "H", "H", "H", "H", "H", "H", "H", "H", "H", "H", "H", "H", "H", "H", "H", "H", "H", "H", "H", "H", "H"],
  "coordinates": [[-1.96, 2.50, 2.09], [-2.09, -0.62, 3.11], [-1.43, 0.45, 0.76], [2.20, 0.47, 1.22], [-3.03, -1.98, -0.86], [-0.06, 1.09, -2.01], [-3.67, -1.33, -2.22], [-1.84, -1.11, -0.28], [0.74, 0.45, 1.65], [-2.56, -3.52, -1.22], [-0.26, 3.00, -0.76], [-4.27, -2.12, 0.23], [-2.09, -1.67, -4.00], [5.11, -1.78, 3.30], [3.99, 4.33, -5.45], [2.30, 3.12, -3.99], [-3.39, 1.96, 3.33], [2.73, 2.83, 2.65], [-2.19, -4.62, -0.40], [2.44, -0.08, -0.48], [-0.82, -0.23, 4.55], [3.36, -2.13, -2.49], [3.70, 2.84, 0.31], [-2.91, 3.86, 1.08], [2.34, -1.85, 2.75], [0.72, 2.07, -2.55], [-6.44, -1.54, -0.63], [1.89, -1.75, -2.23], [-2.79, -2.32, 3.75], [-1.01, -4.23, 0.49], [-0.90, 3.65, 3.26], [5.15, 3.45, 2.26], [1.55, 1.98, -3.64], [3.14, -3.08, 2.36], [2.62, 2.26, 1.23], [0.60, 3.22, -1.79], [3.24, 3.02, -5.19], [-5.39, 2.48, 4.57], [-4.97, 0.19, 0.46], [4.15, 2.80, 3.22], [-5.40, -1.28, 0.45], [-3.37, -5.07, 0.45], [4.61, -0.81, 2.24], [1.65, -1.36, -0.78], [5.11, 2.78, 0.89], [-1.77, -5.73, -1.36], [-4.28, -2.90, -3.94], [-5.53, 1.14, 4.91], [4.28, 1.92, -4.93], [-4.59, 0.21, 4.48], [1.31, 4.35, -2.12], [3.89, -0.15, -1.02], [-3.51, 0.61, 3.69], [-5.94, -1.67, 1.82], [3.11, -0.53, 2.45], [4.29, -1.57, -1.41], [-4.32, 2.88, 3.79], [2.44, 2.67, -6.44], [-3.56, -1.59, -3.61], [2.16, 4.28, -3.23], [4.45, -3.16, 3.16], [-4.24, -0.42, -4.31], [-0.66, 1.62, -0.83], [3.81, 0.95, -4.77], [-5.18, -1.51, 2.59], [-4.21, -0.54, -5.39], [-6.82, -1.07, 2.08], [-4.71, -0.83, 4.75], [-6.02, -1.34, -1.61], [-4.24, 3.93, 3.52], [-5.28, -0.35, -3.99], [3.44, 3.90, 0.17], [-7.31, -0.89, -0.47], [-0.11, -4.08, -0.11], [2.04, 2.32, 3.32], [4.79, -1.23, 1.25], [-1.57, -0.79, -3.62], [1.60, -0.90, -2.86], [2.40, 3.87, 2.62], [-1.63, -2.55, -3.57], [4.17, 3.31, 4.18], [-2.62, -6.02, -1.98], [3.68, -1.76, -3.47], [5.32, -1.58, -1.75], [4.88, 2.16, -4.05], [4.90, 4.51, 2.14], [-4.23, 0.37, 1.24], [3.36, -3.06, 1.29], [1.23, -2.57, -2.51], [3.30, 5.15, -5.66], [3.97, 0.49, -1.90], [-1.42, -6.60, -0.82], [-3.10, 4.75, 1.68], [3.03, 0.11, 3.34], [6.19, -1.86, 3.25], [-0.98, -5.37, -2.01], [5.43, 1.73, 0.99], [-0.24, 3.05, 3.88], [-5.83, 0.83, 0.65], [5.14, -3.86, 2.67], [3.10, 2.61, -7.31], [-0.06, 0.44, 4.18], [4.61, 4.61, -4.60], [-3.05, -2.24, 4.81], [4.96, 1.83, -5.78], [-3.73, 0.51, -4.05], [1.68, 3.43, -6.64], [-6.77, -2.58, -0.59], [-1.22, -3.29, 1.00], [-0.34, -1.16, 4.86], [4.46, 1.77, 3.41], [1.23, 5.26, -1.54], [-6.22, -2.72, 1.82], [1.37, -1.84, 2.26], [1.96, -2.17, -0.12], [-6.37, 0.81, 5.51], [4.25, -3.57, 4.15], [-1.58, 4.23, 3.89], [4.89, -1.35, 4.29], [1.62, 1.06, -4.19], [-4.54, 0.47, -0.51], [-3.09, -5.95, 1.02], [-3.85, 3.43, 0.74], [-1.98, -1.71, -5.09], [4.26, -2.22, -0.53], [-4.19, -3.13, -5.00], [-1.35, 0.20, 5.40], [5.81, 3.25, 0.21], [-3.84, -3.72, -3.37], [4.61, 0.26, -0.30], [6.16, 3.41, 2.68], [1.93, 1.71, -6.34], [-2.30, 4.11, 0.21], [-3.68, -4.28, 1.13], [1.91, 0.72, -1.02], [1.65, 2.58, 0.83], [3.65, 2.39, -0.68], [-0.81, -5.01, 1.23], [2.55, -3.98, 2.53], [3.47, -3.22, -2.53], [-0.30, 4.32, 2.64], [0.58, -1.20, -0.61], [-5.34, -2.82, -3.69], [2.73, 5.15, -3.49], [5.18, 0.12, 2.29], [-3.65, -2.62, 3.16], [2.14, -1.90, 3.82], [4.64, 4.21, -6.32], [-4.22, -5.31, -0.19], [-2.00, -3.06, 3.62], [-6.12, 3.20, 4.91]]
}